Here is C27H32FeN7S as an isolated structure from OMol25. Energies are from the ωB97M-V functional and the def2-TZVPD basis.

Cartesian coordinates (Å):
Fe: -0.1010 -1.8095 0.6893
S: -0.8644 0.2096 1.5945
N: 0.9528 2.1611 1.3366
N: 1.5592 -1.4794 -0.5257
N: -1.0056 -3.1221 2.1413
N: 0.6060 -2.4565 -2.5368
N: -0.7340 -3.1616 -0.6718
N: -2.3204 -4.4255 0.5978
N: -0.0501 1.4572 -0.6057
C: 3.7350 -0.6816 -2.0491
C: 0.0791 3.8007 -1.4679
C: 0.6602 2.3910 -1.4824
C: -1.3369 -3.6179 4.4770
C: 0.2324 3.0945 3.5561
C: -2.1459 -4.5458 -1.8482
C: -0.7278 -2.9224 3.4163
C: 0.6103 4.5743 3.5676
C: 0.3291 6.1747 -2.2955
C: 0.9047 4.7648 -2.3120
C: -1.7329 -4.0208 -0.5492
C: -0.3753 -3.0939 -2.0396
C: -1.9587 -4.0682 1.8319
C: -2.6338 -4.7690 2.8631
C: -1.4157 -4.2454 -4.1323
C: 1.5930 -1.7543 -1.8482
C: 1.1978 2.1931 2.7869
C: 3.7011 -0.4187 -0.6845
C: 2.5976 -0.8283 0.0290
C: -1.3079 -3.9528 -2.7909
C: -2.3135 -4.5480 4.1926
C: 2.6740 -1.3470 -2.6296
C: -3.2476 -5.7420 -3.5624
C: 0.6525 5.2415 2.1974
C: -2.4103 -5.1509 -4.5046
C: -3.1261 -5.4511 -2.2063
C: 0.1020 1.3669 0.7125
H: -4.0032 -6.4421 -3.8910
H: 0.9546 4.3957 -3.3404
H: -1.0376 -3.3972 5.4917
H: 1.4822 4.8778 1.5814
H: 4.5825 -0.3763 -2.6481
H: -0.7600 -3.7948 -4.8645
H: -3.7671 -5.9133 -1.4686
H: -0.1107 5.1015 4.1941
H: 0.6166 1.9724 -2.4877
H: 1.1330 1.1680 3.1444
H: -0.6867 6.1879 -2.6929
H: -0.8001 0.9080 -0.9935
H: -2.5324 -5.4030 -5.5492
H: 0.2964 6.5730 -1.2797
H: -2.8182 -5.0911 4.9796
H: 0.8002 6.3160 2.2963
H: 1.7183 2.3943 -1.2002
H: -0.2826 5.0871 1.6535
H: -0.7759 2.9562 3.1536
H: -3.3855 -5.4833 2.5604
H: 0.0070 -2.1562 3.6339
H: 1.3524 2.9180 0.8002
H: 0.2034 2.7342 4.5864
H: 1.5791 4.6881 4.0616
H: -0.9493 3.7634 -1.8367
H: 2.6524 -1.5851 -3.6828
H: 2.5242 -0.6378 1.0935
H: 4.5140 0.0862 -0.1831
H: 0.0220 4.1706 -0.4397
H: 1.9345 4.7818 -1.9401
H: 2.2264 2.5319 2.9197
H: 0.9315 6.8514 -2.8990

Values from the calculation:
E_LUMO (spin up / spin down) (Eh): -0.2449 / -0.3345
Calculated total energy (Eh): -3092.811867
Maximum force (eV/A): 0.114
<S²>: 8.8103
Relative energy (zero: lowest compared OMol25 entry of this formula, charge and spin) (eV): 0.0000
Highest occupied orbital energy (spin up / spin down) (Ha): -0.5276 / -0.5244
Charge: +2
Multiplicity: 6